*i*
Molecular formula: C6H13BF7N2O12S4Zr
Method: DFT, wB97M-V/def2-TZVPD

```
46
Properties=species:S:1:pos:R:3
Zr 0.37511 0.90272 0.61375
N -3.47352 1.87441 -0.25076
S -3.93685 3.35043 -0.73895
O -4.86207 3.43445 -1.85232
O -3.03005 4.45541 -0.29620
F -5.09080 3.51852 0.41090
S -2.23048 1.99221 -1.57301
O -1.06998 1.37478 -0.96252
O -1.79866 3.21513 -2.20115
F -2.78148 0.89230 -2.67075
N 1.77558 1.09569 -0.84982
S 3.30575 0.29813 -1.32032
O 4.51081 0.90945 -0.79785
O 3.41375 -0.54316 -2.50615
F 3.05071 -0.86589 -0.13565
S 2.17489 1.95737 -2.16430
O 1.73401 1.47461 -3.47735
O 3.25375 2.92296 -2.04120
F 0.93258 2.95647 -1.75658
B 0.04609 2.96823 1.38419
H -0.90332 2.50116 1.17278
H 0.03157 3.94691 1.83829
H 0.53219 2.22780 2.00039
H 0.50120 2.98965 0.40610
O 1.02519 -0.31307 2.27998
C 0.00812 -0.77460 3.17988
C -1.48572 -0.37318 2.88147
O -1.69821 0.29045 1.61840
H 0.11625 -0.49840 4.22875
H 0.13511 -1.85644 3.14000
H -1.84828 0.42740 3.52623
H -2.18778 -1.20647 2.91050
C 1.42836 -4.82725 1.01505
C 0.77513 -3.46380 0.81653
O 0.70147 -3.18456 -0.56899
C 0.19137 -2.12707 -1.06242
O -0.13043 -1.11145 -0.41210
C 0.14089 -2.22016 -2.61619
F 0.92825 -3.18653 -3.15186
F -1.13762 -2.46768 -3.03957
F 0.43808 -0.90887 -2.97613
H 2.44011 -4.95437 0.62995
H 0.73482 -5.52340 0.54336
H 1.46563 -5.17166 2.04853
H 1.58154 -2.90314 1.28927
H -0.08305 -3.49552 1.48780
```

## Properties
- 2S+1 = 1
- orbital gap (eV) = 5.2
- net charge = -1

Atom charges from the Löwdin analysis, given in e for atoms 1 to 2:
1 Zr 1.81
2 N -0.17

=====

*ii*
Molecular formula: C6H13BF7N2O12S4Zr
Method: DFT, wB97M-V/def2-TZVPD

```
46
Properties=species:S:1:pos:R:3
Zr -0.30807 0.07954 1.38636
N -2.84832 -2.24162 2.17544
S -3.24575 -3.67026 1.61143
O -4.52296 -3.75635 0.95047
O -2.59165 -4.87273 2.07312
F -2.35518 -3.37290 0.32240
S -4.26361 -2.26248 3.17472
O -4.56233 -3.42229 4.03177
O -5.35855 -1.44025 2.79029
F -3.57604 -1.31040 4.31952
N 2.27103 -2.35411 1.25778
S 3.00765 -3.50295 2.45089
O 4.15926 -3.01029 3.22316
O 2.99922 -4.91540 2.13260
F 1.90436 -3.45262 3.54735
S 3.49832 -2.79512 0.31169
O 3.18948 -3.83830 -0.65810
O 4.91135 -2.55899 0.65324
F 3.23204 -1.46719 -0.69220
B -2.85990 2.67892 1.32625
H -2.50297 2.28266 0.38826
H -2.51623 2.03404 2.12014
H -2.35168 3.62057 1.46496
H -3.92123 2.78724 1.16472
O 1.74700 2.71513 1.34096
C 2.58424 3.16779 2.43033
C 2.38999 2.40972 3.83309
O 1.31956 1.50548 3.89924
H 3.57815 3.45802 2.08974
H 2.19959 4.17332 2.60077
H 2.21457 3.15710 4.60688
H 3.26043 1.85234 4.17916
C 1.02142 3.17756 -5.53381
C 0.02563 2.60950 -4.47104
O -0.44589 1.36207 -4.82252
C -0.54143 0.23733 -4.00705
O -0.40750 0.28167 -2.76334
C -0.87995 -1.05940 -4.77168
F -1.10207 -0.79237 -6.03533
F 0.11064 -1.93830 -4.60693
F -2.04037 -1.47660 -4.29155
H 0.62615 3.36716 -6.53176
H 1.88907 2.51800 -5.54983
H 1.45685 4.14324 -5.27698
H -0.87167 3.21892 -4.36356
H 0.47744 2.67355 -3.48116
```

## Properties
- 2S+1 = 1
- orbital gap (eV) = 4.0
- net charge = -1

Atom charges from the Löwdin analysis, given in e for atoms 1 to 2:
1 Zr 1.72
2 N -0.30

=====

Stability, descending: *i*, *ii*

=====

*i*
Molecular formula: C9H12NO2S
Method: DFT, wB97M-V/def2-TZVPD

```
25
Properties=species:S:1:pos:R:3
C 2.29220 -1.20964 0.87811
C 2.53317 0.00243 1.49937
C 1.02030 -1.51720 0.42506
C 0.22789 0.62051 1.24310
C 1.51074 0.92717 1.69448
C 0.00477 -0.59740 0.63523
C -0.48164 -0.14827 -3.32870
C 1.79045 2.23381 2.35901
C -3.48460 -1.03669 -1.16240
N -1.03181 -0.94671 -2.52993
O -1.86150 1.13192 -1.21656
O -1.27219 -0.91969 0.07718
S -1.86952 -0.28733 -1.20067
H 3.09734 -1.90958 0.71916
H 3.53094 0.24650 1.82965
H 0.81383 -2.44623 -0.08172
H -0.57311 1.33372 1.36024
H -0.52745 0.93508 -3.20837
H 0.04954 -0.55850 -4.17800
H 2.72880 2.65131 2.00095
H 0.99151 2.94638 2.17917
H 1.88565 2.08761 3.43450
H -4.11892 -0.57597 -1.91189
H -3.36220 -2.09737 -1.34646
H -3.89418 -0.86587 -0.17053
```

## Properties
- 2S+1 = 1
- orbital gap (eV) = 8.4
- net charge = +1

Atom charges from the Löwdin analysis, given in e for atoms 1 to 2:
1 C -0.04
2 C -0.02

=====

*ii*
Molecular formula: C9H12NO2S
Method: DFT, wB97M-V/def2-TZVPD

```
25
Properties=species:S:1:pos:R:3
C 0.92009 1.81657 0.44386
C 2.24899 1.85922 0.18492
C -0.17166 0.93566 0.08508
C -0.41225 -0.52463 -0.15528
C -1.64021 -0.82961 -0.91492
C 2.61710 -1.11573 0.41426
C 2.75043 -0.26333 -0.85699
C -2.76132 0.13525 -0.41287
C -3.46879 -0.49728 0.71659
N 0.27665 -1.39834 0.47433
O 1.38578 -1.02977 1.14079
O 3.07153 1.11919 -0.51601
S -1.74043 1.65887 0.14566
H 0.40314 2.67623 0.90105
H 2.64997 2.82676 0.59781
H -1.55841 -0.88157 -1.97006
H -1.92268 -1.82229 -0.49240
H 3.01157 -2.05638 0.24143
H 3.26389 -0.49636 1.23646
H 3.60079 -0.50434 -1.37991
H 1.91095 -0.33854 -1.64498
H -3.48270 0.40734 -1.18283
H -2.69891 -0.87690 1.37509
H -4.28323 -1.12446 0.31043
H -3.97027 0.32442 1.25847
```

## Properties
- 2S+1 = 1
- orbital gap (eV) = 7.4
- net charge = +1

Atom charges from the Löwdin analysis, given in e for atoms 1 to 2:
1 C -0.08
2 C -0.08

=====

Stability, descending: *i*, *ii*

=====

*i*
Molecular formula: H9O5
Method: DFT, wB97M-V/def2-TZVPD

```
14
Properties=species:S:1:pos:R:3
O 2.53916 0.29015 1.24556
H 2.33069 1.23304 1.25206
O -1.81604 0.26371 2.11441
H -1.11264 0.30123 1.42307
H -1.49297 -0.39230 2.73407
O 0.01215 -0.10629 0.00163
H 0.18609 -0.96062 -0.40427
H 1.63065 -0.01509 0.98239
O 2.06673 -0.20289 -2.28987
H 1.51374 0.02654 -1.51729
H 2.33311 0.64068 -2.65969
O -2.86187 -0.33588 -0.98612
H -2.88414 0.10529 -1.84023
H -1.88711 -0.33466 -0.86585
```

## Properties
- 2S+1 = 1
- orbital gap (eV) = 8.9
- net charge = -1

Atom charges from the Löwdin analysis, given in e for atoms 1 to 2:
1 O -0.13
2 H 0.01

=====

*ii*
Molecular formula: H9O5
Method: DFT, wB97M-V/def2-TZVPD

```
14
Properties=species:S:1:pos:R:3
O 0.95335 -0.65227 -0.25099
H 0.85899 -1.54059 -0.60407
O 3.01542 1.20997 -1.15356
H 2.48869 1.54508 -1.87848
H 2.39167 0.64992 -0.67862
O -1.12107 0.08604 0.76040
H -1.08945 0.95511 1.17745
H -0.16715 -0.03780 0.25003
O -2.24141 0.64000 -2.16972
H -2.14771 0.10841 -2.95688
H -1.57898 0.52068 -1.47688
O -0.44295 -1.14482 3.43792
H 0.19401 -1.43077 2.76756
H -1.11341 -0.90896 2.77584
```

## Properties
- 2S+1 = 1
- orbital gap (eV) = 8.6
- net charge = -1

Atom charges from the Löwdin analysis, given in e for atoms 1 to 2:
1 O -0.39
2 H -0.07

=====

*iii*
Molecular formula: H9O5
Method: DFT, wB97M-V/def2-TZVPD

```
14
Properties=species:S:1:pos:R:3
O 2.90513 -1.22617 -0.11393
H 2.53169 -1.71160 0.63066
O 0.38149 -2.62008 -0.54763
H -0.16072 -1.81907 -0.53013
H 1.26288 -2.21056 -0.43700
O 0.93640 0.26985 0.54725
H 1.12832 1.11460 0.96003
H 2.29263 -0.41680 0.00654
O -2.36711 2.50424 -1.22392
H -3.31953 2.39373 -1.11459
H -2.08770 1.84902 -0.49399
O -1.41976 0.73140 0.41206
H -1.71689 0.90235 1.30463
H -0.36685 0.23909 0.60003
```

## Properties
- 2S+1 = 1
- orbital gap (eV) = 9.5
- net charge = -1

Atom charges from the Löwdin analysis, given in e for atoms 1 to 2:
1 O -0.16
2 H 0.01

=====

Stability, descending: *i*, *iii*, *ii*